1.
Density functional theory data (ωB97M-V/def2-TZVPD) for a single C4H7NO2 molecule at a distorted geometry.

**Total energy**: -9845.715 eV
**Multiplicity**: 1
**ΔE to the lowest compared entry with this formula, charge and spin**: 1.5648 eV
**SMILES string**: CN(C=O)CC=O
**LUMO**: 0.0283 Ha

Positions of all 14 atoms, in Å:
O 0.414655 -0.096376 2.128206
O -1.194975 -2.329774 0.441966
N 0.463749 -0.017612 -0.168598
C -1.568964 -1.203053 0.606228
C 1.013572 -0.176558 1.084389
C -0.995880 -0.025328 -0.153442
C 1.073106 0.855034 -1.146942
H -1.366809 0.933156 0.242587
H 2.104626 -0.306697 0.990039
H -2.361830 -0.936723 1.325158
H -1.353087 0.075450 -1.184013
H 2.127586 0.986846 -0.900386
H 0.642112 1.858273 -1.141832
H 1.002139 0.383367 -2.123361

Atoms 1-3, force components in eV/Å:
-0.231 -0.719 -0.016
-0.054 -0.008 0.040
-1.205 -0.460 0.712

2.
Density functional theory data (ωB97M-V/def2-TZVPD) for a 2-piece molecular cluster, C4H7NO2 overall at a distorted geometry.

**Total energy**: -9842.447 eV
**Multiplicity**: 1
**ΔE to the lowest compared entry with this formula, charge and spin**: 4.8331 eV
**LUMO**: -0.0623 Ha

Positions of all 14 atoms, in Å:
O 0.174604 0.850185 1.261535
O -0.152123 0.944295 -0.985491
N -3.511245 0.338839 -0.112151
C -2.529652 -0.190700 0.083946
C 1.884623 0.024139 -0.268124
C -0.355220 -1.189742 0.201802
C 0.314403 0.167724 0.056134
H -0.593293 1.543238 1.206662
H 1.995236 0.133139 -1.338264
H -0.219531 -1.802632 -0.722999
H 2.454891 0.721538 0.270971
H -0.635866 -1.655810 1.184584
H -1.080614 1.004557 -0.934035
H 2.253791 -0.888776 0.095427

Atoms 1-3, force components in eV/Å:
-1.698 2.061 0.813
1.832 -0.415 -0.718
-2.518 1.474 -0.428

> Number 2 is which compound?

C4H7NO2

> Look up the ΔE to the lowest compared entry with this formula, charge and spin of the second one.

4.8331 eV